Computed, not measured: a 2-piece molecular cluster, C4H10O4S overall, with ωB97M-V/def2-TZVPD.

Values from the calculation:
- E (Ha) = -857.3407
- gap between HOMO and LUMO (spin up / spin down) (eV) = 5.21 / 7.84
- LUMO (spin up / spin down) (eV) = 0.780 / -2.779
- highest occupied orbital energy (spin up / spin down) (eV) = -4.43 / -10.62
- spin multiplicity = 3
- molecular weight (g mol⁻¹) = 154.19

```
19
C4H10O4S ωB97M-V/def2-TZVPD
C -2.7432 -1.3454 0.5960
C 4.1276 0.9518 -0.1846
C -2.8817 -0.0435 -0.1222
C 2.5577 0.8382 -0.1127
O -0.5011 -0.3660 -1.3844
O -0.4632 0.5518 0.8510
O 1.9111 0.7500 -1.1153
O 2.0871 0.9565 1.0487
S -1.2320 0.7163 -0.3865
H -2.3342 -1.2444 1.5312
H -3.6554 -2.0973 0.6131
H -1.9261 -1.9120 0.1557
H 4.4070 1.8209 0.2588
H 4.4118 0.8987 -1.1486
H 4.5866 0.0406 0.3333
H -3.5637 0.7912 0.1980
H -3.3263 -0.0618 -1.1726
H 0.4172 -0.0102 -1.2493
H 1.0944 0.8611 1.0670
```